The following is a quantum chemistry calculation of a single C18H26N4O6S molecule, from OMol25.

```
55
Properties=species:S:1:pos:R:3:forces:R:3
S -0.411 1.259 1.603 0.0 -0.1 -0.1
O -0.982 4.304 1.566 0.0 0.0 0.0
O -1.681 1.183 -2.958 0.0 0.2 -0.1
O -3.346 -1.302 -1.010 0.0 0.0 0.0
O -0.506 -2.206 3.485 0.3 0.1 0.1
O 1.446 1.109 -1.260 0.0 0.1 0.0
O -2.482 3.372 0.135 -0.1 0.1 0.1
N -0.862 -0.799 -2.203 -0.1 -0.1 0.1
N 2.728 -0.435 -0.211 0.0 0.0 0.1
N 0.681 -1.609 1.640 0.3 0.3 0.2
N -2.596 1.494 2.908 -0.1 -0.1 0.0
C 3.319 -1.770 -0.134 0.1 0.0 0.0
C -3.062 0.012 -1.440 -0.1 0.0 0.0
C 2.441 -2.858 0.489 0.0 -0.1 0.0
C -2.122 3.479 1.488 0.0 0.0 0.0
C -1.181 -2.086 -1.596 -0.1 0.0 0.0
C -1.316 3.639 -0.646 0.1 0.0 0.0
C -2.097 0.250 3.186 -0.1 0.0 0.0
C 1.802 -2.518 1.828 -0.1 -0.2 -0.1
C 1.906 -0.018 -1.222 0.0 -0.1 0.0
C -0.500 4.568 0.246 0.0 0.0 -0.1
C -2.178 -1.891 -0.477 0.0 0.0 0.1
C 0.311 -0.692 -3.048 0.0 0.0 -0.2
C -1.824 2.118 2.074 0.1 0.1 0.0
C -1.814 0.175 -2.291 0.0 0.0 0.1
C -0.225 -1.376 2.642 -0.4 -0.2 -0.2
C 1.592 -1.032 -2.309 0.1 -0.1 0.0
C 3.167 0.532 0.785 0.0 0.0 0.0
C -0.934 -0.073 2.560 0.1 0.0 0.0
H 2.675 1.479 0.593 0.0 0.0 0.0
H -1.761 -1.246 0.308 0.0 -0.1 -0.1
H 1.642 -3.149 -0.199 0.0 0.0 0.0
H 3.070 -3.743 0.613 0.0 0.0 0.0
H -3.906 0.359 -2.031 0.0 0.0 0.0
H 3.642 -2.094 -1.125 0.0 0.0 0.0
H 0.845 -0.859 0.987 0.0 0.1 0.0
H 4.227 -1.662 0.462 0.0 0.0 0.0
H -1.621 -2.765 -2.337 0.1 0.0 0.0
H -0.266 -2.544 -1.218 -0.1 0.0 0.1
H -1.640 4.106 -1.573 0.0 -0.1 0.0
H 2.542 -2.093 2.517 0.0 0.0 0.0
H 0.348 0.331 -3.410 0.0 0.0 0.0
H -2.622 -0.414 3.855 0.0 0.0 0.0
H -2.946 0.689 -0.583 0.0 0.0 0.0
H 1.417 -3.423 2.294 0.0 0.0 0.0
H 0.565 4.338 0.209 0.0 0.0 0.0
H -2.454 -2.845 -0.032 0.0 0.0 0.0
H 2.421 -1.028 -3.024 0.0 0.0 0.0
H 0.215 -1.355 -3.916 0.0 0.0 0.0
H 2.914 0.198 1.793 0.0 0.0 0.0
H -0.654 5.621 0.008 0.0 0.0 0.0
H -0.777 2.720 -0.885 0.0 0.0 0.0
H -2.954 3.919 2.041 0.0 0.0 0.0
H 1.555 -2.042 -1.901 0.0 0.1 -0.1
H 4.249 0.670 0.726 0.0 0.0 0.0
```
Forces are in eV/Å.

Molar mass: 426.49 g/mol
HOMO energy: -9.373 eV
E: -48169.008 eV
Lowest unoccupied orbital energy: 0.0095 Ha
SMILES: CN(CCCNC(=O)c1cnc(C2OCCO2)s1)C(=O)CCN1CCOCC1=O
Gap between HOMO and LUMO: 9.6 eV

Here is what Löwdin gives for the atomic charges, in e:
1 S 1.164
2 O -0.067
3 O 0.068
4 O -0.102
5 O 0.081
6 O 0.048
7 O -0.055
8 N -0.026
9 N -0.111
10 N 0.061
11 N 0.085
12 C -0.158
13 C -0.089
14 C -0.154
15 C -0.358
16 C -0.106
17 C -0.149
18 C -0.134
19 C -0.168
20 C -0.449
21 C -0.134
22 C -0.177
23 C -0.136
24 C -0.477
25 C -0.419
26 C -0.508
27 C -0.078
28 C -0.034
29 C -0.425
30 H 0.076
31 H 0.103
32 H 0.092
33 H 0.120
34 H 0.141
35 H 0.120
36 H 0.066
37 H 0.125
38 H 0.137
39 H 0.099
40 H 0.134
41 H 0.126
42 H 0.121
43 H 0.127
44 H 0.128
45 H 0.123
46 H 0.123
47 H 0.137
48 H 0.137
49 H 0.135
50 H 0.085
51 H 0.123
52 H 0.087
53 H 0.164
54 H 0.082
55 H 0.096